C27H52AuCl2N3O5Si | wB97M-V/def2-TZVPD

Structure (XYZ):
```
91
C27H52AuCl2N3O5Si, DFT wB97M-V/def2-TZVPD
C -2.219 2.417 -4.480
C -1.513 3.736 -4.550
H -3.305 2.555 -4.525
H -1.973 1.884 -3.551
H -1.934 1.766 -5.323
C -2.072 4.867 -5.005
C -3.419 4.942 -5.639
H -1.530 5.811 -4.930
H -4.173 4.342 -5.114
H -3.403 4.611 -6.689
H -3.756 5.985 -5.640
Au -0.297 -2.208 1.061
Cl -0.867 -1.191 -1.119
C 2.312 -1.125 0.370
O 1.417 -1.005 1.266
N 3.349 -0.305 0.396
C 3.462 0.675 1.465
C 4.281 -0.231 -0.722
H 2.274 -1.864 -0.440
H 2.923 0.345 2.353
H 3.069 1.644 1.128
H 4.527 0.801 1.679
H 4.101 -1.113 -1.348
H 5.312 -0.217 -0.344
H 4.120 0.684 -1.318
H 2.616 -3.606 6.442
H 2.787 -6.373 5.467
C 1.584 -3.778 6.106
C 1.731 -6.130 5.271
N 1.559 -4.704 4.995
H 1.136 -2.827 5.794
C 1.539 -4.216 3.722
O 1.035 -3.133 3.409
H 1.389 -6.730 4.414
H 1.984 -4.913 2.973
H 1.042 -4.205 6.955
H 1.153 -6.391 6.170
H -4.629 -1.302 0.822
H -2.777 0.486 0.486
C -4.552 -1.176 1.913
C -3.026 0.716 1.533
N -3.315 -0.498 2.261
H -4.568 -2.159 2.400
C -2.500 -0.953 3.247
O -1.425 -0.449 3.565
H -2.185 1.234 2.006
H -2.893 -1.864 3.748
H -5.422 -0.588 2.250
H -3.917 1.360 1.539
O -0.209 3.873 -2.573
C -0.098 3.743 -3.988
C 0.901 6.091 -3.983
C 0.808 4.824 -4.563
H 0.345 6.300 -3.065
C 1.695 7.068 -4.595
H 0.331 2.760 -4.240
C 1.529 4.518 -5.726
H 1.776 8.049 -4.128
C 2.360 6.788 -5.792
C 2.277 5.509 -6.359
H 1.448 3.502 -6.121
H 2.945 7.565 -6.288
H 2.792 5.278 -7.293
Si 0.683 3.362 -1.267
Cl -2.179 -3.567 1.198
C 0.454 4.639 0.070
C 2.476 3.187 -1.772
C -0.049 1.750 -0.726
H 0.625 5.654 -0.309
H 1.156 4.452 0.896
H -0.568 4.589 0.468
H -1.136 1.831 -0.599
H 0.370 1.363 0.211
H 0.126 0.984 -1.492
H 2.836 4.106 -2.255
H 2.619 2.357 -2.477
H 3.103 3.001 -0.888
C -1.712 -7.618 3.433
C -1.302 -6.213 3.415
C -0.251 -6.300 1.237
C -2.002 -5.208 4.212
O -0.358 -5.820 2.602
H -2.558 -7.758 2.732
H -2.091 -7.884 4.428
H -0.890 -8.298 3.155
H 0.240 -7.280 1.230
H -1.239 -6.340 0.770
H 0.376 -5.560 0.740
H -1.574 -4.208 4.100
H -3.047 -5.185 3.867
H -2.037 -5.513 5.266
```

Summary:
Energy above the lowest of the compared OMol25 structures with the same formula, charge and spin (kcal/mol): 0.0
Net charge: 0
Molar mass (g/mol): 794.7
Spin multiplicity: 3
Calculated total energy (eV): -80164.8672
Gap between HOMO and LUMO (spin up / spin down) (eV): 6.0 / 7.1

Here are the Mulliken charges for atoms 1 to 2, given in e: number 1, C, carries -1.305; number 2, C, carries 0.243